# 1
{"formula": "C5H10OS", "method": "ωB97M-V/def2-TZVPD", "multiplicity": 1, "e_homo_ev": -8.5, "symbols": ["C", "C", "C", "C", "C", "O", "S", "H", "H", "H", "H", "H", "H", "H", "H", "H", "H"], "positions_angstrom": [[0.848, -1.694, -0.050], [-2.855, -1.110, 0.495], [1.018, -0.428, 0.224], [2.253, 0.184, 0.779], [-0.695, 1.390, -1.663], [-0.386, 1.721, 1.012], [-0.593, 0.571, 0.101], [-0.028, -2.210, -0.168], [1.654, -2.415, 0.124], [-3.540, -0.390, 0.054], [-3.196, -1.017, 1.629], [2.214, -0.206, 1.833], [3.097, -0.188, 0.281], [2.211, 1.228, 0.814], [-0.342, 0.655, -2.412], [-1.697, 1.734, -1.543], [0.036, 2.176, -1.508]]}



# 2
{"formula": "C5H6N2O2", "method": "ωB97M-V/def2-TZVPD", "multiplicity": 1, "e_homo_ev": -9.3, "symbols": ["C", "C", "C", "C", "C", "H", "H", "H", "H", "H", "H", "N", "N", "O", "O"], "positions_angstrom": [[-1.852, -0.803, 0.226], [1.631, -0.352, 0.070], [1.133, 1.140, -0.260], [0.196, 1.768, 0.650], [-0.379, 1.000, -0.547], [-1.435, -1.474, 1.250], [0.683, -2.125, 0.009], [1.808, 1.772, -0.844], [-0.157, 1.272, 1.493], [0.083, 2.869, 0.942], [-0.812, 1.407, -1.458], [-0.687, -0.370, -0.403], [0.442, -1.024, 0.094], [-3.021, -0.297, -0.039], [2.666, -1.012, 0.032]]}



# 3
{"formula": "C29H29AlN2O5", "method": "ωB97M-V/def2-TZVPD", "multiplicity": 1, "e_homo_ev": -7.7, "symbols": ["C", "C", "C", "H", "C", "C", "H", "C", "C", "C", "H", "C", "C", "H", "H", "H", "H", "H", "H", "Al", "C", "C", "C", "H", "H", "H", "H", "H", "H", "C", "C", "H", "H", "O", "N", "C", "H", "C", "C", "H", "C", "H", "C", "H", "C", "H", "C", "H", "H", "H", "O", "C", "O", "C", "C", "C", "C", "C", "C", "N", "O", "O", "H", "H", "H", "H"], "positions_angstrom": [[-1.543, -0.350, -0.190], [-1.508, 0.969, -0.792], [-0.869, 0.940, -2.052], [-1.906, 1.877, -0.378], [-0.361, -0.372, -2.272], [-0.659, -1.171, -1.107], [0.089, -0.744, -3.203], [-0.958, 0.608, 3.014], [-1.549, 1.803, 2.661], [-0.670, 2.532, 1.796], [-2.514, 2.161, 3.000], [0.562, 1.883, 1.769], [0.398, 0.603, 2.502], [-0.750, 1.775, -2.744], [-0.479, -2.244, -1.110], [-2.544, -0.735, 0.100], [1.221, 0.078, 2.994], [-0.894, 3.522, 1.406], [-1.367, -0.165, 3.649], [0.358, -0.857, 0.829], [1.741, 2.190, 0.877], [3.040, 1.792, 1.612], [1.718, 3.626, 0.285], [3.058, 2.267, 2.609], [3.938, 2.103, 1.060], [3.096, 0.696, 1.730], [1.654, 4.392, 1.084], [0.859, 3.746, -0.426], [2.658, 3.776, -0.298], [1.541, 1.308, -0.403], [2.624, 0.298, -0.714], [1.195, 1.898, -1.264], [0.570, 0.708, -0.318], [2.420, -0.905, -0.172], [3.577, 0.785, -1.658], [3.168, 0.502, -3.071], [4.509, 0.408, -1.504], [2.304, 1.540, -3.725], [1.572, 1.090, -4.830], [1.698, 0.045, -5.135], [0.683, 1.941, -5.479], [0.096, 1.559, -6.314], [0.579, 3.284, -5.076], [-0.094, 3.965, -5.608], [1.340, 3.744, -3.990], [1.298, 4.792, -3.679], [2.191, 2.867, -3.290], [2.784, 3.205, -2.431], [2.584, -0.439, -3.047], [4.055, 0.332, -3.708], [-0.410, -3.862, 0.329], [-0.718, -3.339, 1.400], [-0.206, -2.210, 1.906], [-1.869, -3.891, 2.170], [-2.772, -2.985, 2.754], [-3.841, -3.451, 3.511], [-3.980, -4.846, 3.668], [-3.123, -5.765, 3.031], [-2.097, -5.279, 2.242], [-4.958, -5.369, 4.560], [-5.720, -4.610, 5.188], [-5.007, -6.610, 4.735], [-2.664, -1.908, 2.602], [-4.490, -2.751, 4.036], [-3.213, -6.827, 3.220], [-1.447, -5.926, 1.664]]}



For each record above, in turn, the calculated relative energy (zero: lowest compared OMol25 entry of this formula, charge and spin) values are 680.5 398.9 18.0 kJ/mol.